Here is C33H34ClF4GeN2O5SSc as an isolated structure from the Open Molecules 2025 dataset. Energies are from ωB97M-V with the def2-TZVPD basis set.

Properties
energy: -5858.7668 a.u.
F_max: 4.5 eV/A
HOMO energy: 0.74 eV
multiplicity: 1
Kohn-Sham gap: 0.13143 hartree
net charge: -2
ΔE to the lowest compared entry with this formula, charge and spin: 93.3 kcal per mole

Positions of all 82 atoms, in Å:
Sc (0.34288, -0.01245, 0.39026)
C (-1.97514, -2.07134, 1.43292)
N (-0.74904, -1.49613, 1.97669)
C (0.19909, -2.55870, 2.28664)
C (-1.00562, -0.71505, 3.19415)
C (-0.27070, 0.63982, 3.19480)
N (0.95763, 0.53109, 2.44389)
C (1.99559, 1.30394, 2.65830)
C (3.08643, 1.18340, 1.73249)
F (2.87935, 0.29774, 0.70729)
C (4.25841, 1.88399, 1.81812)
F (5.24574, 1.70920, 0.89911)
C (4.48255, 2.79182, 2.85228)
C (3.45166, 2.95805, 3.76192)
F (3.64764, 3.85668, 4.77147)
C (2.27071, 2.25217, 3.69859)
F (1.35701, 2.49102, 4.69282)
H (-2.55320, -2.60036, 2.21089)
H (-2.56250, -1.26535, 0.98521)
H (-1.71978, -2.77759, 0.64267)
H (-0.21611, -3.24805, 3.04594)
H (0.42970, -3.13585, 1.39447)
H (1.12847, -2.12075, 2.65292)
H (-2.07641, -0.52532, 3.30637)
H (-0.67617, -1.29298, 4.06967)
H (-0.91853, 1.37878, 2.69605)
H (-0.12557, 0.93877, 4.24154)
H (5.38903, 3.36303, 2.92682)
O (0.46350, -3.65228, -0.79322)
Cl (0.72723, -2.29994, -1.18348)
O (1.28008, -2.28810, -2.48489)
O (-0.48906, -1.56495, -1.14035)
O (1.63062, -1.72675, -0.24623)
O (0.92996, 1.57823, -0.57543)
S (-0.33651, 2.17361, -1.21227)
C (0.99322, 3.37093, -2.36650)
C (1.59670, 2.34598, -3.27156)
C (0.43687, 1.55006, -3.87562)
C (-0.56748, 1.21026, -2.78709)
H (1.69373, 3.84516, -1.69030)
H (0.37867, 4.10242, -2.88524)
H (2.21986, 1.68235, -2.66690)
H (2.21326, 2.75955, -4.09215)
H (0.80489, 0.63818, -4.35648)
H (-0.04009, 2.16053, -4.65189)
H (-0.48296, 0.17799, -2.45672)
H (-1.58779, 1.40352, -3.10640)
C (-1.42865, 1.17068, -0.13423)
Ge (-3.26015, 1.47058, -0.62188)
C (-4.28783, 2.00421, 1.06527)
C (-5.01796, 3.17706, 1.22410)
C (-5.64792, 3.48764, 2.41653)
C (-5.59553, 2.60820, 3.48450)
C (-4.88870, 1.42302, 3.34546)
C (-4.24057, 1.14466, 2.15825)
C (-3.47491, 2.99788, -1.93897)
C (-3.58662, 2.69255, -3.29432)
C (-3.52717, 3.66612, -4.27429)
C (-3.35571, 4.99381, -3.91725)
C (-3.23423, 5.32248, -2.57817)
C (-3.28795, 4.33354, -1.60928)
C (-4.90749, 0.33496, -1.28978)
C (-5.09001, -0.95401, -0.80584)
C (-6.16456, -1.73737, -1.19035)
C (-7.07411, -1.25499, -2.11674)
C (-6.92673, 0.03557, -2.59665)
C (-5.87520, 0.82415, -2.16020)
H (-5.10688, 3.85721, 0.38857)
H (-6.18942, 4.42320, 2.51393)
H (-6.11076, 2.83654, 4.40976)
H (-4.85274, 0.71890, 4.16943)
H (-3.68011, 0.22632, 2.05357)
H (-3.72631, 1.65836, -3.58842)
H (-3.60698, 3.38766, -5.32210)
H (-3.32373, 5.76449, -4.67961)
H (-3.08735, 6.35551, -2.28574)
H (-3.17682, 4.60376, -0.56818)
H (-4.36942, -1.34875, -0.10258)
H (-6.29254, -2.72984, -0.77170)
H (-7.89817, -1.87489, -2.45256)
H (-7.63878, 0.42941, -3.31520)
H (-5.81144, 1.84784, -2.50343)